Computed, not measured: a structure of composition C17H18BrN5O3SSm, with ωB97M-V with the def2-TZVPD basis set.

The geometry in XYZ format:
```
46
Properties=species:S:1:pos:R:3:forces:R:3
Sm -1.200 -0.061 -0.705 -0.19 0.50 2.90
C 1.539 1.770 2.701 0.18 -0.02 -0.05
C 0.929 0.999 1.575 0.48 -0.28 0.14
N -0.145 1.349 0.972 -0.34 0.41 0.29
N -0.693 2.551 1.338 0.02 -0.12 -0.23
C -1.971 2.690 1.051 0.14 0.04 0.16
N -2.455 3.928 1.238 -0.22 -0.04 0.00
S -3.121 1.471 0.540 0.21 0.16 -0.02
C 1.584 -0.257 1.106 -0.10 0.34 0.14
C 2.812 -0.655 1.598 0.27 -0.14 0.14
C 3.386 -1.828 1.124 0.08 0.09 0.10
C 2.718 -2.574 0.171 0.02 -0.05 -0.03
C 1.495 -2.106 -0.277 -0.03 0.02 -0.05
N 0.946 -0.979 0.175 -0.03 -0.09 -0.15
H 0.848 2.523 3.058 -0.06 0.02 0.00
H 2.453 2.277 2.373 -0.05 -0.04 -0.01
H 1.811 1.101 3.520 -0.02 0.02 -0.02
H -1.840 4.652 1.567 0.01 0.00 0.00
H -3.437 4.106 1.129 0.02 0.02 0.01
H 3.319 -0.055 2.341 0.01 -0.06 -0.04
H 4.349 -2.153 1.500 -0.04 0.03 -0.02
H 3.127 -3.492 -0.226 -0.01 0.03 0.02
H 0.933 -2.645 -1.031 -0.02 0.01 -0.01
Br 2.701 2.113 -1.439 -0.10 -0.04 0.08
C 1.698 1.408 -2.872 0.03 0.03 -0.06
C 2.195 1.551 -4.159 0.05 0.03 -0.12
C 1.457 1.034 -5.208 0.12 0.04 -0.10
C 0.259 0.377 -4.956 0.04 0.02 -0.10
C -0.128 0.289 -3.646 -0.10 -0.09 0.04
N 0.559 0.797 -2.604 0.05 0.01 -0.15
C -1.317 -0.395 -3.024 -0.16 -0.35 -1.64
O -2.258 0.345 -2.631 -0.11 -0.02 -1.00
O -1.096 -1.516 -2.492 0.04 -0.14 -0.62
H 3.136 2.057 -4.322 -0.04 -0.01 -0.01
H 1.820 1.135 -6.223 -0.01 0.01 0.05
H -0.343 -0.048 -5.747 0.03 0.01 0.04
C -3.269 -3.257 1.940 -0.05 0.04 0.04
C -2.391 -2.074 1.725 -0.06 -0.21 -0.13
C -2.033 -1.192 2.871 0.01 -0.02 0.02
O -2.001 -1.815 0.583 -0.09 -0.20 0.39
H -3.102 -3.709 2.916 -0.01 -0.01 -0.04
H -3.148 -3.980 1.137 0.00 0.02 -0.01
H -4.304 -2.894 1.920 0.04 -0.01 0.04
H -2.313 -1.621 3.829 0.01 0.03 -0.01
H -2.546 -0.236 2.719 -0.02 0.01 0.00
H -0.963 -0.980 2.846 0.02 0.00 0.00
```
Forces are in eV/Å.

## Properties
Relative energy (zero: lowest compared OMol25 entry of this formula, charge and spin)   1.004 eV
E_LUMO (alpha / beta)   -3.3 / -3.3 eV
HOMO level (alpha / beta)   -10.87 / -10.87 eV
Maximum force   2.948 eV/A
HOMO-LUMO gap (alpha / beta)   7.59 / 7.62 eV
2S+1   6
Energy   -130294.0077 eV
Expectation value of S²   8.758
Charge   +1

Computed, not measured: a cluster of 2 separate species, C3HFNO2 in total, with ωB97M-V with the def2-TZVPD basis set.

The geometry in XYZ format:
```
8
Properties=species:S:1:pos:R:3:forces:R:3
C -0.649 -0.675 -0.135 -1.48 0.92 -1.34
C 2.432 -0.521 -0.262 0.71 1.09 0.63
C 0.136 -1.138 0.939 1.35 2.44 -0.58
N -1.313 -0.359 -1.081 1.81 -0.76 2.42
O 2.089 0.244 -1.088 -0.38 -0.73 0.03
O 3.225 -0.993 0.481 -0.71 -0.49 -0.36
F -0.102 -2.453 1.201 -0.03 -1.39 0.78
H 0.575 -0.523 1.809 -1.27 -1.08 -1.58
```
Forces are in eV/Å.

## Properties
Relative energy (zero: lowest compared OMol25 entry of this formula, charge and spin)   1.037 eV
E_LUMO   3.8 eV
HOMO level   -2.48 eV
Maximum force   3.112 eV/A
HOMO-LUMO gap   6.32 eV
2S+1   1
Energy   -11429.5430 eV
Charge   -1

Computed, not measured: a structure of composition C10H12N4O, with ωB97M-V with the def2-TZVPD basis set.

The geometry in XYZ format:
```
27
Properties=species:S:1:pos:R:3:forces:R:3
C -1.790 1.082 -3.912 -4.32 1.50 -2.64
C -1.368 1.180 -2.365 2.36 0.24 -2.28
C -1.053 -0.358 -2.181 -4.97 2.05 -0.30
C 0.676 -0.406 -0.824 0.06 1.19 3.27
C 1.257 -0.104 1.687 -4.08 1.15 -2.24
C 1.878 -0.844 2.536 5.94 -3.53 2.78
C 1.475 -0.832 3.867 0.65 -0.81 2.26
C 0.220 -0.496 4.346 2.53 -0.46 1.69
C -0.704 -0.088 3.362 0.21 1.80 4.16
C -0.020 0.380 2.274 -3.28 0.39 -7.36
H -3.086 0.725 -4.299 3.74 0.17 2.00
H -2.078 2.107 -4.327 1.44 -1.03 0.27
H -1.146 0.448 -4.703 -1.12 1.71 2.33
H -0.322 1.806 -2.323 -2.20 -1.65 -0.42
H -1.938 1.781 -1.497 0.37 -2.03 -2.41
H -0.452 -0.832 -3.068 -0.67 0.98 2.71
H -2.169 -0.805 -2.225 2.71 0.41 0.53
H 2.906 -1.431 2.405 -2.44 1.47 -0.43
H 2.286 -1.142 4.551 -0.82 0.06 -0.07
H 0.177 -0.395 5.515 -0.73 -0.59 -2.50
H -1.667 0.180 3.986 1.22 -0.10 -2.88
H -0.732 0.771 1.365 1.71 -0.45 2.42
N 1.360 -0.716 -1.822 0.75 -1.09 -4.87
N 2.656 -0.875 -1.566 -1.44 0.65 5.33
N 2.723 -0.662 -0.226 2.59 0.54 -1.59
N 1.555 -0.215 0.223 -1.67 -0.47 0.89
O -0.642 -0.259 -0.778 1.46 -2.09 -0.68
```
Forces are in eV/Å.

## Properties
Relative energy (zero: lowest compared OMol25 entry of this formula, charge and spin)   9.583 eV
E_LUMO   0.5 eV
HOMO level   -9.30 eV
Maximum force   8.064 eV/A
HOMO-LUMO gap   9.78 eV
2S+1   1
Energy   -18563.7223 eV

Computed, not measured: a structure of composition C24H18Cl2MoO8S3Sb, with ωB97M-V with the def2-TZVPD basis set.

The geometry in XYZ format:
```
57
Properties=species:S:1:pos:R:3:forces:R:3
Mo -1.520 -0.517 -2.276 -0.37 1.30 4.89
O -1.756 -0.828 0.081 -0.12 0.54 0.14
C -0.647 -1.404 0.791 0.50 -1.30 -0.46
C 0.067 -2.277 -0.374 -0.53 -0.87 2.28
O 0.670 -3.287 -0.071 -0.18 0.96 -0.83
O -0.103 -1.805 -1.562 -0.22 0.21 -0.98
C -1.174 -2.295 1.949 0.69 -0.43 -0.13
C -2.477 -2.224 2.422 -0.13 0.04 0.21
C -2.863 -2.926 3.566 0.75 -0.09 0.57
C -1.926 -3.663 4.313 -0.62 -0.14 -0.48
C -0.656 -3.831 3.764 0.27 -0.01 0.19
C -0.281 -3.189 2.585 -0.33 0.47 -0.18
C 0.420 -0.434 1.335 0.28 1.39 0.53
C 1.747 -0.866 1.560 -1.08 0.07 -0.37
C 2.705 -0.004 2.055 1.71 -1.00 -0.26
C 2.428 1.295 2.415 0.24 0.61 0.20
C 1.159 1.761 2.217 -2.22 -0.13 -0.49
C 0.149 0.911 1.687 1.04 -0.58 -0.30
H -2.127 -0.052 0.525 0.14 0.07 0.15
H -3.247 -1.617 1.956 0.27 -0.02 -0.14
H -3.885 -2.823 3.892 -0.13 -0.06 0.16
H -2.188 -4.182 5.260 0.09 0.53 -0.83
H 0.056 -4.461 4.302 -0.13 0.17 -0.34
H 0.679 -3.365 2.097 -0.32 0.03 0.61
H 1.992 -1.885 1.308 0.30 -0.03 -0.07
H 3.764 -0.362 2.072 -1.05 0.25 0.28
H 3.180 1.963 2.831 -0.01 -0.28 -0.18
H 0.837 2.787 2.435 0.43 -0.41 0.01
H -0.809 1.348 1.471 -0.38 0.13 0.07
S -4.620 -1.889 -6.065 0.27 -0.24 -0.67
Sb -4.948 -0.927 -4.021 2.42 0.38 2.28
S -3.164 -2.174 -2.494 -1.28 -0.21 -0.83
S -3.009 0.746 -3.566 -1.38 0.31 -0.80
O -0.779 3.299 -1.322 0.35 0.15 -0.26
C -0.160 2.303 -1.588 0.25 -0.43 0.04
O -0.718 1.098 -1.513 -0.97 -1.08 -0.52
C 1.298 2.191 -1.909 1.30 1.01 0.78
C 2.004 0.984 -1.931 0.61 0.33 -0.82
C 3.421 0.950 -2.060 -0.78 0.07 0.50
C 4.089 2.157 -2.056 0.33 -0.83 0.22
O 5.456 2.342 -1.929 -1.21 0.31 -0.17
C 5.615 3.768 -1.853 0.78 -0.11 -0.82
O 4.337 4.365 -1.777 -0.44 0.20 -0.01
C 3.409 3.365 -1.979 0.01 -0.22 0.61
C 2.039 3.410 -1.854 -0.36 0.16 -0.29
H 1.491 0.037 -1.898 -0.11 -0.07 0.13
H 3.936 -0.007 -1.997 -0.02 0.32 -0.17
H 6.131 4.106 -2.780 -0.29 -0.12 0.50
H 6.222 4.000 -0.975 -0.23 0.09 0.00
H 1.489 4.340 -1.668 0.35 -0.36 -0.16
O -0.321 -1.172 -4.865 0.23 1.37 0.49
C -0.667 -0.617 -3.925 1.19 -2.34 -4.26
Cl -5.645 -0.203 1.859 -0.02 0.04 0.10
C -5.405 0.232 0.160 -0.53 -0.10 -0.15
Cl -4.432 1.690 -0.031 0.21 0.08 0.01
H -6.410 0.431 -0.265 0.82 -0.30 0.12
H -4.853 -0.591 -0.303 -0.37 0.16 -0.10
```
Forces are in eV/Å.

## Properties
Relative energy (zero: lowest compared OMol25 entry of this formula, charge and spin)   0.807 eV
E_LUMO (alpha / beta)   -2.2 / -3.9 eV
HOMO level (alpha / beta)   -8.57 / -8.58 eV
Maximum force   5.074 eV/A
HOMO-LUMO gap (alpha / beta)   6.40 / 4.67 eV
2S+1   4
Energy   -107503.3754 eV
Expectation value of S²   3.776